[1]
Molecular formula: C71H48F2N4O12S
Method: DFT, wB97M-V/def2-TZVPD

The calculation puts the gap between HOMO and LUMO at 8.3972 eV. For the LUMO energy, the calculation gives -1.13 eV. Its HOMO energy is -9.53 eV. The energy above the lowest of the compared OMol25 structures with the same formula, charge and spin comes out at 0.0 kcal/mol. Its structure (SMILES) is C[C@H](F)Cc1cnc2cc(S(C)(=O)=O)c(CN)c(C(=O)NC(=O)F)c2n1.O=C1c2ccccc2C(=O)c2ccccc21.O=C1c2ccccc2C(=O)c2ccccc21.O=C1c2ccccc2C(=O)c2ccccc21.O=C1c2ccccc2C(=O)c2ccccc21.

Each line ends with the Löwdin charge.
Cartesian coordinates (Å):
C (3.86, -4.25, -1.38)  -0.030
C (3.39, -5.53, -0.69)  -0.369
F (4.54, -6.14, -0.18)  -0.039
C (2.76, -6.52, -1.66)  -0.082
C (1.28, -6.29, -1.93)  -0.204
C (0.57, -7.32, -2.62)  -0.055
N (-0.69, -7.29, -2.93)  0.160
C (-1.29, -6.15, -2.49)  -0.194
C (-2.68, -6.01, -2.73)  0.018
C (-3.39, -4.94, -2.32)  -0.212
S (-5.14, -4.97, -2.67)  0.660
C (-5.94, -6.01, -1.43)  -0.120
O (-5.28, -5.63, -3.94)  -0.313
O (-5.75, -3.66, -2.71)  -0.311
C (-2.72, -3.88, -1.60)  -0.133
C (-3.51, -2.67, -1.09)  -0.161
N (-4.43, -3.15, -0.02)  0.033
C (-1.39, -4.01, -1.37)  -0.035
C (-0.66, -2.92, -0.58)  -0.380
O (-0.42, -3.12, 0.58)  0.161
N (-0.29, -1.70, -1.27)  0.193
C (1.09, -1.79, -1.62)  -0.513
O (1.47, -2.05, -2.73)  0.132
F (1.97, -1.54, -0.66)  0.163
C (-0.63, -5.14, -1.81)  -0.123
N (0.71, -5.19, -1.50)  0.221
H (3.02, -3.68, -1.76)  0.045
H (4.44, -3.63, -0.68)  0.090
H (4.54, -4.49, -2.21)  0.091
H (2.68, -5.33, 0.13)  0.143
H (2.82, -7.53, -1.20)  0.131
H (3.32, -6.59, -2.61)  0.137
H (1.13, -8.22, -2.91)  0.128
H (-3.20, -6.81, -3.26)  0.134
H (-5.23, -6.56, -0.81)  0.072
H (-6.61, -5.38, -0.82)  0.068
H (-6.58, -6.70, -1.99)  0.073
H (-4.07, -2.20, -1.90)  0.119
H (-2.84, -1.95, -0.61)  0.110
H (-4.20, -4.12, 0.16)  0.075
H (-5.38, -3.19, -0.38)  0.069
H (-0.76, -1.71, -2.17)  0.145
O (4.86, -3.48, -6.10)  0.105
C (4.88, -2.44, -6.73)  -0.274
C (5.47, -2.38, -8.09)  -0.080
C (5.98, -3.54, -8.67)  0.000
C (6.50, -3.50, -9.95)  -0.055
C (6.50, -2.31, -10.67)  -0.055
C (6.00, -1.15, -10.10)  0.001
C (5.49, -1.18, -8.81)  -0.079
C (4.97, 0.07, -8.20)  -0.289
O (5.04, 1.13, -8.80)  0.078
C (4.37, 0.01, -6.84)  -0.085
C (3.85, 1.17, -6.27)  -0.018
C (3.25, 1.11, -5.02)  -0.039
C (3.17, -0.09, -4.34)  -0.047
C (3.70, -1.25, -4.90)  0.008
C (4.30, -1.20, -6.15)  -0.072
H (5.98, -4.46, -8.11)  0.121
H (6.90, -4.40, -10.40)  0.108
H (6.89, -2.29, -11.68)  0.108
H (6.00, -0.22, -10.66)  0.121
H (3.90, 2.11, -6.80)  0.107
H (2.84, 2.01, -4.58)  0.111
H (2.70, -0.14, -3.37)  0.088
H (3.64, -2.18, -4.36)  0.112
O (10.43, 0.82, -4.89)  0.105
C (9.91, 1.80, -4.39)  -0.277
C (10.54, 2.48, -3.22)  -0.083
C (11.74, 2.00, -2.71)  -0.002
C (12.35, 2.65, -1.65)  -0.058
C (11.76, 3.78, -1.09)  -0.058
C (10.55, 4.25, -1.58)  -0.003
C (9.93, 3.60, -2.64)  -0.083
C (8.63, 4.10, -3.15)  -0.278
O (8.08, 5.04, -2.61)  0.104
C (8.02, 3.44, -4.33)  -0.084
C (6.82, 3.92, -4.84)  0.005
C (6.25, 3.33, -5.96)  -0.052
C (6.88, 2.25, -6.57)  -0.044
C (8.07, 1.76, -6.06)  0.016
C (8.64, 2.35, -4.94)  -0.082
H (12.20, 1.12, -3.15)  0.120
H (13.29, 2.27, -1.26)  0.107
H (12.24, 4.29, -0.27)  0.107
H (10.09, 5.12, -1.14)  0.120
H (6.33, 4.76, -4.36)  0.120
H (5.32, 3.71, -6.35)  0.105
H (6.44, 1.80, -7.45)  0.079
H (8.56, 0.92, -6.54)  0.122
O (-6.09, -0.01, 6.92)  0.092
C (-6.21, 0.08, 5.71)  -0.274
C (-7.09, 1.12, 5.11)  -0.081
C (-7.75, 2.01, 5.95)  -0.001
C (-8.54, 3.01, 5.40)  -0.054
C (-8.67, 3.12, 4.02)  -0.055
C (-8.02, 2.23, 3.19)  -0.001
C (-7.23, 1.22, 3.73)  -0.082
C (-6.55, 0.25, 2.82)  -0.277
O (-6.72, 0.30, 1.62)  0.105
C (-5.66, -0.78, 3.42)  -0.078
C (-4.99, -1.67, 2.59)  -0.008
C (-4.13, -2.61, 3.13)  -0.058
C (-3.94, -2.66, 4.51)  -0.054
C (-4.61, -1.79, 5.34)  -0.005
C (-5.48, -0.85, 4.81)  -0.085
H (-7.65, 1.93, 7.02)  0.112
H (-9.05, 3.71, 6.05)  0.108
H (-9.27, 3.91, 3.59)  0.107
H (-8.12, 2.31, 2.11)  0.120
H (-5.14, -1.62, 1.52)  0.085
H (-3.61, -3.30, 2.48)  0.089
H (-3.26, -3.39, 4.93)  0.107
H (-4.46, -1.84, 6.41)  0.119
O (-4.66, 5.94, 7.60)  0.106
C (-5.36, 6.05, 8.59)  -0.279
C (-5.83, 4.84, 9.33)  -0.083
C (-5.44, 3.58, 8.89)  -0.001
C (-5.84, 2.45, 9.59)  -0.056
C (-6.63, 2.58, 10.73)  -0.052
C (-7.03, 3.84, 11.16)  -0.002
C (-6.64, 4.97, 10.46)  -0.085
C (-7.09, 6.31, 10.92)  -0.279
O (-7.84, 6.42, 11.87)  0.104
C (-6.61, 7.51, 10.19)  -0.083
C (-6.99, 8.77, 10.63)  -0.002
C (-6.52, 9.91, 9.98)  -0.058
C (-5.67, 9.78, 8.89)  -0.058
C (-5.29, 8.53, 8.45)  -0.002
C (-5.76, 7.39, 9.09)  -0.083
H (-4.83, 3.48, 8.01)  0.123
H (-5.53, 1.47, 9.25)  0.102
H (-6.93, 1.70, 11.29)  0.108
H (-7.64, 3.94, 12.05)  0.120
H (-7.66, 8.87, 11.48)  0.120
H (-6.82, 10.89, 10.33)  0.107
H (-5.29, 10.67, 8.40)  0.107
H (-4.63, 8.43, 7.60)  0.120

[2]
Molecular formula: C71H66CsN3O3P2S6Si
Method: DFT, wB97M-V/def2-TZVPD

The calculation puts the gap between HOMO and LUMO at 3.9178 eV. For the LUMO energy, the calculation gives 3.10 eV. Its HOMO energy is -0.82 eV. The energy above the lowest of the compared OMol25 structures with the same formula, charge and spin comes out at 0.0 kcal/mol. As for the net charge: -2.

Each line ends with the Löwdin charge.
Cartesian coordinates (Å):
Cs (-0.29, -1.26, -0.93)  0.596
O (-0.82, 2.72, 0.44)  -0.542
S (0.62, 2.35, 0.22)  0.876
C (1.31, 3.77, -0.72)  -0.249
C (2.48, 4.38, -0.33)  -0.061
C (2.93, 5.62, -0.86)  -0.014
C (2.13, 6.26, -1.75)  -0.162
C (2.27, 7.61, -2.43)  -0.105
C (1.00, 7.73, -3.33)  -0.106
C (0.27, 6.42, -3.14)  -0.167
C (-0.85, 5.91, -3.72)  -0.013
C (-1.24, 4.58, -3.41)  -0.074
C (-0.58, 3.79, -2.50)  -0.269
P (-0.85, 1.95, -2.46)  1.057
C (0.03, 1.64, -4.05)  -0.362
C (1.34, 1.15, -3.97)  -0.136
C (2.10, 0.95, -5.12)  -0.091
C (1.56, 1.23, -6.36)  -0.090
C (0.26, 1.72, -6.46)  -0.088
C (-0.50, 1.92, -5.31)  -0.100
C (-2.60, 1.77, -2.94)  -0.380
C (-3.59, 2.60, -2.38)  -0.117
C (-4.93, 2.40, -2.69)  -0.122
C (-5.30, 1.36, -3.52)  -0.133
C (-4.34, 0.50, -4.04)  -0.094
C (-2.99, 0.70, -3.74)  -0.097
C (0.53, 4.35, -1.78)  -0.119
C (0.95, 5.63, -2.20)  -0.089
C (1.41, 2.72, 1.80)  -0.328
C (0.81, 3.74, 2.49)  -0.061
C (1.36, 4.29, 3.67)  -0.009
C (2.55, 3.80, 4.12)  -0.159
C (3.41, 4.20, 5.29)  -0.105
C (4.63, 3.23, 5.25)  -0.105
C (4.37, 2.36, 4.03)  -0.167
C (5.09, 1.34, 3.48)  -0.011
C (4.55, 0.66, 2.36)  -0.061
C (3.36, 0.97, 1.76)  -0.287
P (2.66, -0.17, 0.45)  1.023
C (3.22, -1.81, 1.06)  -0.417
C (4.48, -2.37, 0.88)  -0.121
C (4.78, -3.62, 1.39)  -0.090
C (3.81, -4.34, 2.08)  -0.090
C (2.54, -3.82, 2.24)  -0.086
C (2.25, -2.55, 1.74)  -0.179
C (3.81, 0.14, -0.95)  -0.363
C (4.57, 1.31, -1.08)  -0.100
C (5.36, 1.54, -2.20)  -0.098
C (5.41, 0.59, -3.21)  -0.108
C (4.66, -0.58, -3.10)  -0.083
C (3.85, -0.80, -1.99)  -0.101
C (2.62, 2.11, 2.28)  -0.143
C (3.16, 2.73, 3.43)  -0.090
H (3.08, 3.93, 0.46)  0.099
H (3.87, 6.04, -0.52)  0.111
H (3.18, 7.65, -3.03)  0.111
H (2.33, 8.42, -1.70)  0.109
H (1.26, 7.89, -4.38)  0.110
H (0.38, 8.57, -3.02)  0.109
H (-1.43, 6.48, -4.45)  0.109
H (-2.07, 4.16, -3.95)  0.099
H (1.76, 0.92, -3.00)  0.084
H (3.09, 0.54, -5.03)  0.087
H (2.14, 1.04, -7.26)  0.097
H (-0.17, 1.93, -7.43)  0.094
H (-1.51, 2.30, -5.40)  0.098
H (-3.29, 3.40, -1.71)  0.109
H (-5.68, 3.04, -2.24)  0.100
H (-6.35, 1.19, -3.75)  0.097
H (-4.63, -0.34, -4.66)  0.104
H (-2.25, 0.01, -4.13)  0.104
H (-0.11, 4.14, 2.08)  0.112
H (0.84, 5.10, 4.18)  0.111
H (2.86, 4.11, 6.23)  0.112
H (3.73, 5.24, 5.21)  0.110
H (4.68, 2.62, 6.15)  0.112
H (5.57, 3.76, 5.16)  0.109
H (6.04, 1.03, 3.90)  0.111
H (5.11, -0.19, 1.98)  0.095
H (5.23, -1.84, 0.30)  0.104
H (5.77, -4.04, 1.23)  0.095
H (4.04, -5.33, 2.46)  0.097
H (1.76, -4.39, 2.74)  0.111
H (1.23, -2.17, 1.84)  0.055
H (4.55, 2.06, -0.28)  0.085
H (5.93, 2.45, -2.28)  0.092
H (6.04, 0.75, -4.08)  0.095
H (4.67, -1.32, -3.89)  0.114
H (3.24, -1.71, -1.93)  0.039
C (0.45, -0.41, 3.69)  -0.177
Si (-0.73, -1.80, 4.14)  0.323
C (-2.11, -1.02, 5.19)  -0.181
C (0.25, -2.90, 5.35)  -0.180
N (-1.28, -2.53, 2.74)  -0.038
C (-1.94, -3.72, 2.66)  -0.344
C (-2.23, -4.51, 3.80)  -0.075
C (-2.91, -5.73, 3.74)  -0.130
C (-3.35, -6.23, 2.53)  -0.134
C (-3.09, -5.49, 1.37)  -0.060
C (-2.41, -4.29, 1.42)  -0.246
O (-2.31, -3.51, 0.29)  -0.074
C (-2.24, -4.13, -0.95)  -0.325
C (-2.95, -3.55, -1.99)  -0.040
C (-2.88, -4.09, -3.27)  -0.083
C (-2.12, -5.21, -3.51)  -0.099
C (-1.39, -5.78, -2.47)  -0.079
C (-1.43, -5.24, -1.19)  -0.029
H (0.52, 0.34, 4.50)  0.036
H (0.14, 0.10, 2.77)  0.023
H (1.46, -0.82, 3.54)  0.012
H (-1.86, -1.05, 6.26)  0.013
H (-3.06, -1.56, 5.06)  0.010
H (-2.29, 0.03, 4.92)  0.012
H (0.21, -2.52, 6.38)  0.018
H (1.31, -2.93, 5.04)  0.015
H (-0.12, -3.93, 5.34)  0.008
H (-1.91, -4.13, 4.77)  0.067
H (-3.09, -6.28, 4.66)  0.086
H (-3.88, -7.17, 2.47)  0.082
H (-3.45, -5.85, 0.42)  0.118
H (-3.55, -2.66, -1.78)  0.076
H (-3.42, -3.61, -4.08)  0.100
H (-2.05, -5.63, -4.51)  0.095
H (-0.74, -6.63, -2.66)  0.093
H (-0.83, -5.65, -0.40)  0.123
O (1.80, -7.17, -5.47)  -0.152
C (1.68, -6.15, -4.79)  -1.078
S (2.16, -6.00, -3.11)  0.891
C (1.63, -4.33, -2.82)  -1.188
C (1.10, -3.69, -3.89)  -1.210
S (0.55, -2.03, -3.96)  0.300
S (1.02, -4.63, -5.38)  0.885
S (1.84, -3.71, -1.20)  0.393
C (-4.87, 2.09, 1.99)  -0.101
C (-3.66, 1.16, 1.83)  -0.260
N (-3.98, -0.26, 1.93)  0.020
C (-4.50, -0.98, 0.92)  -0.823
S (-4.94, -0.33, -0.59)  0.648
N (-4.61, -2.30, 1.17)  0.020
C (-4.70, -2.91, 2.51)  -0.228
C (-6.09, -2.80, 3.11)  -0.069
H (-4.54, 3.13, 1.93)  0.069
H (-5.35, 1.93, 2.96)  0.066
H (-5.59, 1.90, 1.20)  0.040
H (-2.95, 1.37, 2.63)  0.107
H (-3.16, 1.36, 0.88)  0.078
H (-3.36, -0.81, 2.52)  0.098
H (-5.01, -2.81, 0.41)  0.115
H (-3.96, -2.46, 3.16)  0.079
H (-4.40, -3.96, 2.40)  0.081
H (-6.39, -1.75, 3.19)  0.065
H (-6.12, -3.24, 4.12)  0.070
H (-6.83, -3.32, 2.49)  0.068